# C4H2CaO2

A structure of composition C4H2CaO2 in a non-equilibrium geometry (wB97M-V/def2-TZVPD, OMol25).

## Properties
Molar mass: 122.1 Da
Gap between HOMO and LUMO (spin up / spin down): 4.9 / 7.6 eV
Spin multiplicity: 2
E_HOMO (spin up / spin down): -1.5 / -4.3 eV
DFT total energy: -26711.1964 eV
Maximum force: 2.08 eV Å⁻¹
Total charge: -1
<S²>: 0.764

Last column: natural (NBO) charge in e.
Cartesian coordinates (Å):
1 H 0.2991 -3.3511 0.3362  0.136
2 H -1.1072 3.5220 -0.2264  0.047
3 C 1.1156 -1.3443 0.8609  -0.475
4 O -0.7852 -1.7049 -0.4160  -0.957
5 C -0.8129 2.4397 -0.2468  -0.174
6 C 0.2179 -2.2623 0.2752  -0.002
7 O -0.3414 2.0584 -1.3499  -0.750
8 Ca -0.4024 0.2846 -0.0354  1.722
9 C 1.5677 -0.2256 1.2404  -0.547